## i
Molecular formula: C5H14N2
Method: DFT, ωB97M-V with the def2-TZVPD basis set

LUMO energy = 1.19 eV
SMILES = CCNCCNC

Each line ends with the Löwdin charge.
Positions of all 21 atoms, in Å:
1 C -2.4615 -1.6707 0.0601  -0.1074
2 C -1.8336 -0.6619 0.9974  -0.2609
3 N -0.3306 -0.7813 0.9299  -0.1288
4 C 0.7204 0.1389 1.3137  -0.2168
5 C 1.6135 0.3836 0.0410  -0.2450
6 N 0.8072 1.0073 -1.0074  -0.1470
7 C 1.4645 1.7178 -2.1126  -0.1374
8 H -3.3999 -2.0131 0.5454  0.0756
9 H -1.8109 -2.5568 0.0103  0.0668
10 H -2.6595 -1.4449 -0.9799  0.0639
11 H -2.0301 -0.8314 2.0748  0.1076
12 H -1.9901 0.3777 0.6897  0.1067
13 H -0.1413 -1.7574 1.1099  0.0922
14 H 1.4022 -0.2824 2.0699  0.1028
15 H 0.2065 1.0689 1.6537  0.1217
16 H 2.4061 1.0747 0.3459  0.1040
17 H 2.1655 -0.5064 -0.2604  0.1012
18 H 0.1124 0.3486 -1.3176  0.0844
19 H 1.0106 1.4333 -3.0797  0.0784
20 H 1.8457 2.7552 -1.9996  0.0783
21 H 2.3912 1.1241 -2.2243  0.0598

=====

## ii
Molecular formula: C5H14N2
Method: DFT, ωB97M-V with the def2-TZVPD basis set

LUMO energy = 1.01 eV
SMILES = CC(C)NCCN

Each line ends with the Löwdin charge.
Positions of all 21 atoms, in Å:
1 C 1.7944 -1.2155 0.1855  -0.0757
2 C 0.9956 -0.0127 -0.4177  -0.4039
3 C 1.9292 1.0845 -0.9730  -0.0629
4 N 0.1234 0.6206 0.6581  -0.0720
5 C -1.0762 -0.2450 0.9932  -0.2487
6 C -2.0923 -0.5005 -0.1024  -0.2629
7 N -2.9885 0.7383 -0.3676  -0.0454
8 H 1.2979 -2.1384 0.6185  0.0867
9 H 2.4702 -1.5387 -0.6430  0.0847
10 H 2.4914 -0.8898 0.8320  0.0177
11 H 0.2578 -0.4646 -1.1196  0.1166
12 H 1.2576 1.9966 -1.1621  0.1015
13 H 2.6155 1.5492 -0.4078  0.0218
14 H 2.3951 0.8071 -1.9044  0.0682
15 H 0.7055 0.6643 1.5094  0.1029
16 H -0.6985 -1.4071 1.1890  0.1398
17 H -1.3777 0.3445 1.8612  0.1062
18 H -2.7447 -1.1216 0.4672  0.0867
19 H -1.6745 -0.7555 -1.0621  0.0912
20 H -3.4185 1.0492 0.5622  0.0779
21 H -2.2624 1.4352 -0.7166  0.0694

=====

## iii
Molecular formula: C5H14N2
Method: DFT, ωB97M-V with the def2-TZVPD basis set

LUMO energy = 1.17 eV

Each line ends with the Löwdin charge.
Positions of all 21 atoms, in Å:
1 C -1.2039 0.6831 -1.1494  -0.3181
2 C -1.9803 0.3116 -0.0089  -0.1359
3 N -0.7239 -0.2881 -2.0663  0.0243
4 H -0.9836 -1.2356 -1.8266  0.0769
5 H -0.9246 -0.0887 -3.0360  0.0714
6 H -1.2924 1.6797 -1.5644  0.1084
7 H 0.0779 0.9778 -0.2881  0.0772
8 H -2.6131 1.1018 0.3894  0.0803
9 H -1.1727 0.0861 0.9039  0.0563
10 H -2.5061 -0.6421 -0.0765  0.0836
11 C 2.0846 0.1794 -0.2549  -0.1102
12 N 0.4013 -1.5449 1.3863  0.0172
13 C 0.2655 -0.1304 1.5170  -0.3003
14 C 0.9313 0.7253 0.5806  -0.2864
15 H -0.0415 -2.0559 2.1357  0.0695
16 H 1.3576 -1.8640 1.2778  0.0653
17 H 0.0456 0.2611 2.5077  0.1042
18 H 1.1409 1.7095 1.0006  0.1148
19 H 2.4522 0.9397 -0.9463  0.0713
20 H 1.7612 -0.6713 -0.8559  0.0597
21 H 2.9239 -0.1343 0.3747  0.0706

=====

## iv
Molecular formula: C5H14N2
Method: DFT, ωB97M-V with the def2-TZVPD basis set

LUMO energy = 1.14 eV
SMILES = CNCC[C@@H](C)N

Each line ends with the Löwdin charge.
Positions of all 21 atoms, in Å:
1 C 2.9906 -0.1110 -0.4729  -0.1560
2 N 1.6464 -0.4532 0.0079  -0.1452
3 C 0.9924 0.5716 0.7972  -0.2552
4 C -0.4663 0.1879 1.0916  -0.1466
5 C -1.3200 0.2370 -0.2271  -0.4526
6 C -1.2801 -1.0616 -1.0984  -0.0844
7 N -2.6920 0.6209 0.0109  0.0118
8 H 3.6194 -0.6575 -1.1550  0.0618
9 H 3.7441 0.2680 0.2982  0.0832
10 H 2.8617 0.8577 -0.9730  0.0661
11 H 1.8013 -1.3653 0.5057  0.1311
12 H 1.6341 0.6879 1.7428  0.1294
13 H 0.9830 1.5218 0.2788  0.1065
14 H -0.5577 -0.8471 1.3980  0.1013
15 H -0.9628 0.7933 1.8528  0.1036
16 H -0.8783 1.0533 -0.8264  0.1201
17 H -1.8479 -1.9277 -0.5907  0.0967
18 H -1.6725 -0.7869 -2.0643  0.0518
19 H -0.2783 -1.4729 -1.3192  0.0512
20 H -2.9418 0.6125 0.9929  0.0590
21 H -3.4398 0.8427 -0.6170  0.0665

=====

Of them, the most stable is iv and the least stable is iii.

=====

## i
Molecular formula: C5H14N2
Method: DFT, ωB97M-V with the def2-TZVPD basis set

LUMO energy = 1.03 eV
SMILES = NCCCCCN

Each line ends with the Löwdin charge.
Positions of all 21 atoms, in Å:
1 N 3.1411 0.3198 -0.4190  -0.0245
2 C 2.4998 -1.0000 -0.4465  -0.2866
3 C 0.9885 -0.8787 -0.8970  -0.2330
4 C -0.1084 -0.5991 0.1374  -0.2124
5 C -1.4678 0.0382 -0.4089  -0.2269
6 C -2.1564 1.2005 0.3090  -0.2545
7 N -2.7709 0.9386 1.7103  -0.0213
8 H 2.9369 0.8167 -1.2293  0.0361
9 H 2.9572 0.6487 0.5308  0.0706
10 H 2.5289 -1.7026 0.5074  0.1433
11 H 3.0226 -1.4729 -1.4032  0.1231
12 H 0.8412 -1.7177 -1.6410  0.1192
13 H 0.9238 -0.0222 -1.5409  0.0726
14 H -0.5378 -1.5307 0.6781  0.1217
15 H 0.0945 -0.1136 1.0608  0.0785
16 H -1.1844 0.2755 -1.4746  0.1050
17 H -2.2653 -0.6732 -0.6586  0.0965
18 H -1.4168 2.0409 0.4194  0.1109
19 H -3.1215 1.4312 -0.1955  0.1069
20 H -2.2589 0.1502 2.1467  0.0541
21 H -3.6464 0.4955 1.5963  0.0207

=====

## ii
Molecular formula: C5H14N2
Method: DFT, ωB97M-V with the def2-TZVPD basis set

LUMO energy = 0.98 eV

Each line ends with the Löwdin charge.
Positions of all 21 atoms, in Å:
1 C 0.6224 0.1881 0.1967  -0.5139
2 C -0.6847 -0.3591 -0.0158  -0.2540
3 C 1.4984 -0.4152 1.2602  -0.0474
4 C 0.8891 -1.0224 -1.4796  -0.0202
5 C -1.6867 0.1780 -1.0057  -0.0850
6 N 0.9242 1.4717 -0.1356  0.1298
7 N -1.3053 0.5179 1.6833  -0.0403
8 H -0.8231 -1.3710 0.3316  0.1184
9 H 0.2713 1.9978 -0.6948  0.0903
10 H 1.4641 2.0170 0.5174  0.1070
11 H -1.9417 1.2792 1.4509  -0.0228
12 H -1.5674 -0.2483 2.3024  -0.0188
13 H 2.5503 -0.2270 1.0417  0.0835
14 H 1.3303 -1.4863 1.3405  0.0870
15 H 1.2366 0.0516 2.2100  0.0777
16 H -2.6888 -0.0741 -0.6654  0.0791
17 H 1.9220 -1.2840 -1.2633  0.0235
18 H 0.3434 -1.9369 -1.6984  0.0335
19 H 0.8359 -0.3042 -2.2932  0.0286
20 H -1.5525 -0.2387 -2.0051  0.0726
21 H -1.6376 1.2657 -1.0779  0.0715

=====

## iii
Molecular formula: C5H14N2
Method: DFT, ωB97M-V with the def2-TZVPD basis set

LUMO energy = 1.09 eV
SMILES = CNCCCCN

Each line ends with the Löwdin charge.
Positions of all 21 atoms, in Å:
1 C 1.8968 1.8421 -0.0940  -0.1426
2 N 2.1343 0.5537 0.5794  -0.1103
3 C 1.4507 -0.6042 -0.0195  -0.2514
4 C 0.2562 -1.1484 0.7357  -0.1890
5 C -0.9111 -0.1528 0.6765  -0.2091
6 C -1.6121 -0.1134 -0.6833  -0.2854
7 N -2.4066 -1.3469 -0.8358  -0.0216
8 H 2.7960 2.2832 -0.5329  0.0646
9 H 1.5024 2.6158 0.5680  0.0708
10 H 1.1683 1.7437 -0.9068  0.0671
11 H 1.7589 0.7294 1.5024  0.0820
12 H 2.2366 -1.1905 -0.5028  0.1102
13 H 0.9691 -0.2717 -0.9552  0.0815
14 H 0.4597 -1.2429 1.8106  0.1071
15 H -0.0872 -2.1137 0.3661  0.1057
16 H -0.5433 0.8573 0.8934  0.1006
17 H -1.7125 -0.2735 1.3763  0.0982
18 H -2.3428 0.7035 -0.6484  0.1025
19 H -0.9727 -0.0276 -1.5568  0.0992
20 H -3.0806 -1.4743 -0.0904  0.0615
21 H -2.9601 -1.3686 -1.6824  0.0584

=====

## iv
Molecular formula: C5H14N2
Method: DFT, ωB97M-V with the def2-TZVPD basis set

LUMO energy = 0.92 eV

Each line ends with the Löwdin charge.
Positions of all 21 atoms, in Å:
1 C 0.3387 -1.3223 -0.0643  -0.3127
2 C -0.6916 -1.4533 0.8646  -0.1541
3 C 1.7447 -1.0295 0.3966  -0.1280
4 C 0.3019 0.2862 -1.7108  -0.1153
5 H 0.2724 -1.9584 -0.9367  0.0872
6 H -0.4860 -1.2602 1.9156  0.0547
7 H -1.4926 -2.1595 0.6723  0.0515
8 H -1.6744 -0.1277 0.6681  0.0512
9 H 2.1783 -1.9261 0.8541  0.0769
10 H 2.3979 -0.7167 -0.4177  0.0628
11 H 1.7579 -0.2477 1.1606  0.0559
12 H 0.9133 -0.4606 -2.2137  -0.0132
13 H -0.6401 0.3888 -2.2559  -0.0124
14 H 0.8617 1.2261 -1.7295  -0.0191
15 N -0.0772 1.8633 1.0747  0.1282
16 C -0.9438 1.6157 0.0655  -0.3139
17 N -2.0139 0.8687 0.3012  0.0748
18 H -0.1075 1.2304 1.8611  0.0994
19 H 0.8485 2.1617 0.8118  0.1056
20 H -2.6054 0.7698 -0.5151  0.1016
21 H -0.8827 2.2513 -0.8026  0.1188

=====

Of them, the most stable is iii and the least stable is iv.

=====

## i
Molecular formula: C5H14N2
Method: DFT, ωB97M-V with the def2-TZVPD basis set

LUMO energy = 1.10 eV
SMILES = CC(C)NCCN

Each line ends with the Löwdin charge.
Positions of all 21 atoms, in Å:
1 C 2.2317 0.4649 0.9245  -0.0753
2 C 0.7648 0.7946 0.6479  -0.4744
3 C 0.6673 2.1600 0.0140  -0.0856
4 N 0.2274 -0.3034 -0.1765  -0.0621
5 C -1.2135 -0.2336 -0.5528  -0.2179
6 C -1.6120 -1.6438 -1.0378  -0.2922
7 N -1.5552 -2.6221 0.0354  -0.0109
8 H 2.6333 1.3279 1.4697  0.0719
9 H 2.7654 0.4504 -0.0331  0.0781
10 H 2.5647 -0.3926 1.5033  0.0731
11 H 0.1907 0.7300 1.5803  0.1357
12 H -0.3250 2.6166 -0.0044  0.0722
13 H 1.1263 2.1551 -0.9758  0.0839
14 H 1.1834 2.9579 0.5701  0.0779
15 H 0.7380 -0.2415 -1.0530  0.1027
16 H -1.4712 0.6371 -1.1535  0.1038
17 H -1.6927 -0.1759 0.4317  0.1094
18 H -2.6139 -1.4644 -1.4518  0.1044
19 H -1.0022 -1.9984 -1.8679  0.0948
20 H -2.4685 -2.9881 0.2584  0.0568
21 H -1.1388 -2.2306 0.8713  0.0538

=====

## ii
Molecular formula: C5H14N2
Method: DFT, ωB97M-V with the def2-TZVPD basis set

LUMO energy = 1.13 eV
SMILES = CNC[C@@H](C)NC

Each line ends with the Löwdin charge.
Positions of all 21 atoms, in Å:
1 C 1.8885 2.2256 0.5248  -0.1294
2 N 1.6652 0.8148 0.2246  -0.1418
3 C 0.6643 0.1698 1.0026  -0.2390
4 C -0.2732 -0.8246 0.2258  -0.3946
5 C -1.4475 -1.1915 1.0871  -0.0713
6 N -0.6380 -0.1284 -1.0376  -0.1060
7 C -0.9583 -1.0685 -2.1140  -0.1218
8 H 0.9325 2.7598 0.5426  0.0730
9 H 2.5556 2.2967 1.3781  0.0721
10 H 2.4164 2.6803 -0.3170  0.0724
11 H 1.5186 0.6839 -0.7601  0.0828
12 H -0.0926 0.8625 1.4198  0.1116
13 H 1.1461 -0.4036 1.8048  0.1149
14 H 0.3406 -1.6677 -0.0942  0.1296
15 H -2.2766 -0.5073 0.9061  0.0806
16 H -1.8040 -2.2222 1.1075  0.0744
17 H -1.1933 -1.0860 2.1541  0.0778
18 H -1.3717 0.5307 -0.8434  0.0984
19 H -1.9720 -1.4737 -2.0330  0.0733
20 H -0.2103 -1.8509 -2.0815  0.0728
21 H -0.8903 -0.5996 -3.0972  0.0701

=====

## iii
Molecular formula: C5H14N2
Method: DFT, ωB97M-V with the def2-TZVPD basis set

LUMO energy = 1.11 eV
SMILES = CC(C)CNCN

Each line ends with the Löwdin charge.
Positions of all 21 atoms, in Å:
1 C -1.0150 0.6903 2.5932  -0.0924
2 C -0.0501 0.8060 1.4289  -0.4399
3 C -0.1454 2.1288 0.7174  -0.0956
4 C -0.2696 -0.3955 0.4997  -0.2074
5 N 0.4064 -0.2359 -0.7977  -0.0774
6 C 0.8417 -1.4496 -1.4713  -0.3356
7 N 0.3861 -1.4354 -2.8689  0.0002
8 H -0.7617 -0.1569 3.2225  0.0739
9 H -2.0683 0.6278 2.3158  0.0783
10 H -0.9831 1.5641 3.2477  0.0740
11 H 0.9742 0.7326 1.7841  0.1301
12 H -1.1638 2.3016 0.3439  0.0827
13 H -0.0219 2.9928 1.3704  0.0763
14 H 0.5115 2.1607 -0.1492  0.0662
15 H -1.3468 -0.5551 0.3530  0.1218
16 H 0.1822 -1.2901 0.9336  0.1158
17 H -0.1651 0.2885 -1.4460  0.0979
18 H 1.9048 -1.5556 -1.3340  0.0968
19 H 0.4336 -2.3491 -1.0046  0.1048
20 H 0.9758 -0.7655 -3.3591  0.0643
21 H 0.6943 -2.3226 -3.2693  0.0653

=====

Of them, the most stable is iii and the least stable is ii.